No. 1
Computed, not measured: the ion C10H13N2O3 with charge -1, with ωB97M-V with the def2-TZVPD basis set.

Each line ends with the natural charge from an NBO analysis.
Cartesian coordinates (Å):
C1 -1.08610 -1.13504 1.54269  0.92
H1 4.01690 -2.50292 -0.81226  0.21
H2 -2.81107 -0.14333 -0.43689  0.23
H3 0.47325 1.71586 -1.11953  0.25
C2 0.62707 -0.71489 -0.20641  0.39
C3 0.63760 -2.09728 -0.61080  -0.20
C4 2.98020 -0.65278 -0.40988  -0.01
N1 1.84913 0.03510 -0.21539  0.05
H4 1.88045 -3.84954 -0.74313  0.19
H5 -3.16618 0.96859 0.91989  0.23
C5 -0.64255 1.74701 -1.22326  -0.65
H6 -0.93713 1.34906 -2.14428  0.19
H7 0.21061 1.84496 1.35375  0.23
H8 -1.29473 1.25458 2.09401  0.25
O1 -1.96990 -0.64650 2.15595  -0.73
H9 -1.29554 2.94357 1.12327  0.18
O2 1.89515 1.28280 0.01908  -0.60
H10 -0.88940 2.75962 -1.22887  0.19
O3 -0.40247 -2.13872 1.66716  -0.76
C6 3.04117 -2.08816 -0.65752  -0.28
H11 -0.34666 -2.56899 -0.69328  0.25
C7 -0.79358 1.92679 1.25601  -0.65
H12 -3.03863 1.68705 -0.79649  0.19
C8 -2.72398 0.93695 -0.13492  -0.64
H13 3.86203 -0.07407 -0.44938  0.20
N2 -0.68645 -0.23872 0.30370  -0.60
C9 1.82583 -2.71034 -0.62477  -0.21
C10 -1.21503 1.10936 0.07156  0.16

Values from the calculation:
net charge	-1
HOMO-LUMO gap	7.75	eV
E_LUMO	3.47	eV
energy relative to the best compared isomer or geometry (same formula, charge and spin)	96.3	kJ/mol



No. 2
Computed, not measured: a structure of composition C10H13N2O5PdS, with ωB97M-V with the def2-TZVPD basis set.

Each line ends with the natural charge from an NBO analysis.
Cartesian coordinates (Å):
O1 -3.43551 -5.23687 0.51354  -0.28
C1 -2.43943 -4.70734 0.22826  0.45
S1 -1.17264 1.58206 -0.95958  0.41
C2 -2.91754 -0.32560 0.08362  0.17
H1 2.23494 0.63361 -2.83500  0.28
N1 1.44519 0.97390 -0.95367  -0.07
C3 -0.82646 -3.02677 -1.94272  0.40
Pd1 -0.99576 -3.82711 -0.18034  0.69
H2 0.85466 1.76677 -2.81164  0.28
H3 -1.29943 1.14268 1.97418  0.26
C4 -0.78763 -2.11659 0.83411  0.49
C5 2.45419 0.07189 -0.37683  -0.46
H4 -3.29774 0.61042 -0.29594  0.31
H5 -1.20037 2.85104 1.45163  0.30
O2 -3.20898 -1.29847 0.76192  -0.10
H6 0.57350 0.00607 -2.63856  0.29
H7 2.00405 -0.62712 0.34361  0.26
O3 -0.87232 -1.01535 -0.80596  -0.61
H8 1.66294 2.67493 2.54056  0.29
C6 0.42786 1.42628 -0.20031  0.34
H9 3.25429 0.64618 0.10260  0.29
C7 -1.70610 -0.06920 -0.59639  0.17
C8 1.83971 1.98496 1.71254  -0.46
O4 -0.69623 -2.60113 -3.00519  -0.36
H10 2.51961 2.45478 0.99388  0.26
H11 2.88969 -0.50005 -1.20109  0.28
H12 2.28912 1.07122 2.12248  0.29
H13 -0.29718 2.28878 2.88853  0.28
C9 1.25403 0.83525 -2.40096  -0.45
N2 0.54570 1.70092 1.09725  -0.10
C10 -0.64274 2.01546 1.89110  -0.45
O5 -0.45348 -1.38559 1.66438  -0.46

Values from the calculation:
net charge	+3
HOMO-LUMO gap (alpha / beta)	7.44 / 4.26	eV
spin multiplicity	5
E_LUMO (alpha / beta)	-12.28 / -15.57	eV
expectation value of S²	6.0661
energy relative to the best compared isomer or geometry (same formula, charge and spin)	61.6	kJ/mol



No. 3
Computed, not measured: a structure of composition C10H13N2O6Pr, with ωB97M-V with the def2-TZVPD basis set.

Each line ends with the Löwdin charge.
Cartesian coordinates (Å):
H1 3.55956 -0.45352 0.62907  0.12
H2 1.89446 0.73748 3.17657  0.10
H3 -1.82514 1.84758 -0.16143  0.10
H4 2.88186 0.92608 -0.28113  0.12
O1 -2.98234 -1.01452 0.33537  0.34
H5 0.42316 -1.08882 -2.72053  0.08
O2 0.18316 0.73508 -0.50433  -0.05
C1 1.88096 -0.17112 2.55137  -0.03
O3 -1.73594 -3.35332 -3.32843  0.36
H6 1.20386 -0.95782 2.93687  0.10
H7 -0.73784 -0.09632 3.29057  0.10
H8 2.90106 -0.59432 2.65937  0.11
C2 -1.51624 0.10498 -2.87843  -0.24
H9 0.01826 1.58218 3.46197  0.10
C3 -2.12574 -1.03322 -0.43333  -0.20
C4 0.34246 -2.23852 -0.75003  -0.26
H10 -2.80774 1.23538 1.21587  0.10
O4 -1.94614 0.82428 -3.66303  0.33
O5 1.05856 -2.96412 -0.22223  0.34
C5 2.62646 -0.05102 0.18177  -0.01
C6 0.45016 0.71398 -5.86253  0.02
H11 2.33236 -0.73892 -0.62603  0.07
C7 -0.76194 0.96708 2.98227  -0.03
Pr1 -0.75074 -1.06322 -1.66723  0.90
O6 1.16016 0.83328 -6.73943  0.07
H12 -1.72054 1.36208 3.38757  0.12
C8 -1.38634 -2.47932 -2.67133  -0.23
C9 -1.86944 1.75828 0.94267  -0.03
N1 -0.71054 1.08208 1.53057  -0.10
C10 0.33956 0.65498 0.71507  -0.42
N2 1.55556 0.14278 1.16317  -0.09
H13 -1.93484 2.79048 1.34937  0.13

Values from the calculation:
net charge	+2
HOMO-LUMO gap (alpha / beta)	4.69 / 4.63	eV
spin multiplicity	3
E_LUMO (alpha / beta)	-11.24 / -11.31	eV
expectation value of S²	2.1470



No. 4
Computed, not measured: the molecule C10H13N3, with ωB97M-V with the def2-TZVPD basis set.

Each line ends with the natural charge from an NBO analysis.
Cartesian coordinates (Å):
C1 0.80083 -1.11306 3.38969  -0.26
C2 -2.01526 -0.14622 -0.23202  -0.68
C3 -1.83900 1.42801 -2.67427  -0.63
H1 -1.59302 2.00514 -3.56165  0.22
H2 1.78356 -3.04887 2.92021  0.21
H3 -1.88947 -0.70952 0.68656  0.24
H4 2.74451 1.63744 -1.97077  0.20
H5 2.60093 0.30106 0.11465  0.23
C4 -0.60232 1.10771 -1.89113  -0.05
H6 -2.34611 0.51495 -2.98393  0.22
N1 0.35009 -0.69112 1.17529  -0.24
C5 0.63515 1.56021 -2.32642  -0.21
C6 1.78947 1.27792 -1.61767  -0.16
H7 -0.21269 -0.84770 3.68731  0.21
C7 -0.68935 0.35358 -0.71804  0.10
C8 1.71653 0.53482 -0.45710  -0.25
H8 -2.53716 2.00441 -2.06871  0.22
H9 1.49289 -0.98998 4.21892  0.21
H10 -2.69120 0.68703 -0.04632  0.22
C9 0.98139 -2.39927 2.57946  -0.26
N2 1.45062 -1.56783 1.44523  -0.14
H11 -2.47602 -0.78981 -0.98010  0.22
H12 0.69540 2.14289 -3.23487  0.19
N3 1.28140 -0.35397 2.21033  -0.14
C10 0.48246 0.07768 -0.01395  0.13
H13 0.08636 -2.97551 2.34930  0.21

Values from the calculation:
net charge	0
HOMO-LUMO gap (alpha / beta)	5.44 / 6.22	eV
spin multiplicity	3
E_LUMO (alpha / beta)	1.03 / -2.51	eV
expectation value of S²	2.0474
energy relative to the best compared isomer or geometry (same formula, charge and spin)	168.0	kJ/mol



No. 5
Computed, not measured: a structure of composition C10H13N3, with ωB97M-V with the def2-TZVPD basis set.

Each line ends with the natural charge from an NBO analysis.
Cartesian coordinates (Å):
H1 0.55702 0.25805 1.59782  0.23
C1 1.06930 1.61193 -0.81652  -0.42
H2 -0.83978 0.56294 -2.65144  0.24
N1 3.72083 1.88563 1.44528  -0.29
H3 0.54770 -3.43923 1.65518  0.21
H4 -2.33582 0.95263 -0.67221  0.21
C2 -1.48938 2.11520 0.95160  -0.43
C3 -1.39553 1.23442 -0.05270  -0.29
H5 1.42641 2.04522 -1.69425  0.24
C4 2.96340 1.35542 0.77947  0.29
C5 0.15886 -2.49205 1.12451  -0.41
C6 2.05422 0.60156 -0.11650  -0.32
H6 -0.66389 2.64168 1.30425  0.18
C7 -0.16573 0.77802 -0.74384  0.11
C8 0.96659 -0.18696 0.65452  -0.04
H7 -2.45823 2.31142 1.39452  0.21
N2 3.34556 -0.86838 -1.75992  -0.28
H8 1.75702 -2.03032 0.02711  0.40
H9 0.82575 2.35965 -0.03655  0.23
N3 1.16166 -1.53534 0.71560  -0.54
H10 -1.32189 -0.85723 -1.55675  0.22
C9 2.70789 -0.26120 -1.05260  0.29
C10 -0.45443 -0.07657 -1.88036  -0.68
H11 0.36895 -0.85532 -2.26963  0.23
H12 -0.28836 -2.88558 0.29608  0.20
H13 -0.45227 -2.00452 1.97669  0.22

Values from the calculation:
net charge	0
HOMO-LUMO gap (alpha / beta)	5.67 / 8.11	eV
spin multiplicity	3
E_LUMO (alpha / beta)	0.66 / -1.67	eV
expectation value of S²	2.0212
energy relative to the best compared isomer or geometry (same formula, charge and spin)	121.0	kJ/mol



No. 6
Computed, not measured: the ion C10H13N3O with charge +2, with ωB97M-V with the def2-TZVPD basis set.

Each line ends with the natural charge from an NBO analysis.
Cartesian coordinates (Å):
H1 -2.70808 3.13127 0.54452  0.29
H2 -2.01481 1.64914 -0.56049  0.24
H3 -0.64344 0.69148 3.86240  0.28
C1 -1.89615 1.53172 1.65471  0.05
H4 2.82210 -2.79571 -3.10018  0.29
H5 -2.26355 1.79407 2.65608  0.25
H6 1.57333 -3.46043 -0.84554  0.28
C2 -0.94082 0.51862 1.76715  0.03
C3 2.23998 -0.82024 -2.94831  -0.20
N1 -0.36070 -0.14335 0.70583  -0.08
C4 0.09897 -1.33060 0.59819  0.10
H7 0.29126 -0.73209 3.17672  0.25
C5 1.52764 -2.51537 -1.24970  -0.14
C6 -0.68917 -0.07943 3.06338  -0.67
C7 2.18645 -2.12932 -2.46103  -0.08
N2 0.75828 -0.22554 -1.30078  -0.15
C8 1.50344 0.19685 -2.33128  0.09
H8 -1.61561 -0.74884 3.27616  0.26
H9 1.40544 2.08107 -0.15557  0.51
H10 -0.40943 -2.15834 1.12740  0.30
H11 2.77707 -0.55316 -3.88519  0.30
H12 1.31060 1.29048 -2.58684  0.30
O1 0.46860 1.94735 -0.45292  -0.47
C9 -2.56151 1.99336 0.45661  -0.72
C10 0.78398 -1.49729 -0.70450  0.15
N3 -0.04194 0.72029 -0.58090  0.23
H13 -3.60191 1.64401 0.27409  0.30

Values from the calculation:
net charge	+2
HOMO-LUMO gap (alpha / beta)	6.88 / 6.88	eV
E_LUMO (alpha / beta)	-9.56 / -9.56	eV
energy relative to the best compared isomer or geometry (same formula, charge and spin)	136.7	kJ/mol



No. 7
Computed, not measured: a cluster of 2 separate species, C10H13N4 in total, with ωB97M-V with the def2-TZVPD basis set.

Each line ends with the natural charge from an NBO analysis.
Cartesian coordinates (Å):
C1 -0.28484 1.26912 -0.85097  -0.16
H1 3.13903 -1.29716 -1.81285  0.26
C2 -2.56756 1.96713 -0.37796  -0.21
C3 -1.60840 0.99605 -0.50837  -0.18
C4 1.24536 -2.00848 -1.28831  -0.32
C5 0.59372 0.09043 -0.92558  0.33
H2 1.20007 -2.23635 -2.41214  0.28
C6 -0.08207 -1.31452 1.54848  0.58
N1 1.90443 0.14493 -0.97073  -0.28
H3 1.11988 2.90984 -1.46424  0.25
C7 0.14250 2.56210 -1.06999  -0.16
H4 -0.61699 4.67272 -1.29446  0.24
C8 -0.85909 3.55161 -1.08787  -0.21
H5 -3.47213 1.55460 -0.02781  0.23
H6 0.60453 -0.49988 3.36026  0.42
C9 -2.17262 3.25633 -0.77506  -0.18
H7 0.97739 -3.01409 -0.84123  0.25
H8 -1.86688 -0.02740 -0.55540  0.22
H9 0.85947 0.49260 2.12245  0.45
H10 -0.84610 -3.24641 1.25678  0.45
H11 -0.44622 -2.82923 2.93662  0.42
H12 -2.96031 4.04012 -0.58600  0.23
N2 0.14099 -1.17396 -1.02496  -0.24
H13 3.00469 -1.43240 -0.03608  0.26
N3 -0.49449 -2.51546 1.92295  -0.80
C10 2.40295 -1.13336 -1.02279  -0.31
N4 0.60902 -0.51521 2.33509  -0.82

Values from the calculation:
net charge	+1
HOMO-LUMO gap (alpha / beta)	6.23 / 6.91	eV
E_LUMO (alpha / beta)	-6.14 / -5.39	eV
energy relative to the best compared isomer or geometry (same formula, charge and spin)	448.8	kJ/mol



No. 8
Computed, not measured: the ion C10H13N4 with charge +1, with ωB97M-V with the def2-TZVPD basis set.

Each line ends with the natural charge from an NBO analysis.
Cartesian coordinates (Å):
H1 -0.41574 3.71630 0.69858  0.25
H2 1.13699 3.77787 -1.25971  0.26
N1 0.99694 -0.60566 -1.88755  -0.65
H3 -1.76852 1.48161 -1.48894  0.39
C1 -0.99234 -1.93311 -0.05163  -0.33
N2 0.08116 -3.53937 1.40722  -0.42
C2 1.49306 1.77910 -1.45568  -0.20
C3 0.48080 -2.48124 2.10418  0.08
C4 -0.65442 0.42439 -0.03249  0.25
H4 1.13825 -2.73498 2.99433  0.21
H5 -1.00165 1.59052 1.66114  0.43
H6 1.72240 -0.79713 -2.61057  0.41
H7 0.55624 1.05596 1.38940  0.47
N3 -0.29011 1.54550 0.97107  -0.61
H8 0.58713 -0.26747 2.40575  0.19
C5 0.92192 2.79021 -0.69893  -0.25
C6 1.00962 0.55525 -1.32670  0.24
H9 2.39561 2.02423 -2.04877  0.22
H10 0.52541 -1.38546 -1.38686  0.45
C7 -0.01687 2.80353 0.26065  0.04
C8 0.26371 -1.09706 1.76719  -0.35
C9 -0.59452 -0.82170 0.64176  -0.14
N4 -1.80769 0.70613 -0.80159  -0.86
H11 -0.74795 -4.19673 -0.32547  0.23
C10 -0.65130 -3.19282 0.32754  0.04
H12 -2.68640 0.70807 -0.27494  0.39
H13 -1.68173 -1.90597 -0.97899  0.26

Values from the calculation:
net charge	+1
HOMO-LUMO gap (alpha / beta)	5.45 / 5.97	eV
spin multiplicity	3
E_LUMO (alpha / beta)	-3.62 / -6.56	eV
expectation value of S²	2.0386
energy relative to the best compared isomer or geometry (same formula, charge and spin)	182.4	kJ/mol



- Number 7 is which compound?
  C10H13N4